Entry 1:
Below is a cluster of 3 separate species, C14H27ClFNO10S in total, with properties calculated with ωB97M-V/def2-TZVPD.

```
55
C14H27ClFNO10S (ωB97M-V/def2-TZVPD)
C 5.58 -0.30 -1.13
C 4.93 -1.51 -0.37
Cl 6.26 -2.25 0.63
C 4.32 -2.57 -1.35
N 2.84 -2.57 -1.45
C 2.32 -1.30 -1.97
C 0.78 -1.26 -2.18
O 0.38 0.14 -2.11
C 0.22 0.55 -0.81
O 1.04 1.08 -0.19
S 2.19 -2.97 0.04
O 3.10 -3.66 0.88
O 1.63 -1.84 0.69
F 1.02 -4.00 -0.29
H 4.75 0.41 -1.30
H 6.34 0.19 -0.51
H 5.93 -0.61 -2.13
H 4.21 -1.07 0.33
H 4.69 -2.31 -2.36
H 4.73 -3.56 -1.10
H 2.78 -1.17 -2.98
H 2.64 -0.41 -1.40
H 0.45 -1.60 -3.18
H 0.20 -1.79 -1.41
H -0.77 0.42 -0.30
C -0.68 -0.42 2.81
C 0.58 0.27 3.29
O 0.29 1.30 4.25
C -0.05 0.87 5.47
O -0.13 -0.27 5.83
O -0.32 1.95 6.23
C -0.80 1.63 7.53
H -1.39 0.31 2.42
H -0.44 -1.14 2.03
H -1.18 -0.94 3.62
H 1.06 0.77 2.45
H 1.30 -0.44 3.70
H -0.11 0.97 8.06
H -1.79 1.17 7.47
H -0.88 2.56 8.09
C -6.33 0.29 -3.66
C -6.38 1.69 -3.06
O -5.20 1.97 -2.28
C -4.09 2.21 -2.98
O -3.99 2.22 -4.18
O -3.09 2.42 -2.12
C -1.82 2.59 -2.74
H -6.17 -0.45 -2.88
H -7.26 0.07 -4.18
H -5.51 0.20 -4.37
H -7.22 1.75 -2.37
H -6.52 2.45 -3.82
H -1.84 3.39 -3.48
H -1.50 1.66 -3.19
H -1.11 2.87 -1.96
```

The HOMO energy is -0.3897 hartree. The value obtained for the lowest unoccupied orbital energy is 0.41 eV. Its structure (SMILES) is C[C@H](Cl)CN(CCOC=O)S(=O)(=O)F.CCOC(=O)OC.CCOC(=O)OC. The calculation puts the HOMO-LUMO gap at 11.01 eV.

Entry 2:
Below is a cluster of 3 separate species, C14H27F3O7 in total, with properties calculated with ωB97M-V/def2-TZVPD.

```
51
C14H27F3O7 (ωB97M-V/def2-TZVPD)
C -5.45 0.28 -2.48
C -4.63 -0.80 -3.19
C -3.20 -0.85 -2.63
C -3.13 -1.73 -1.41
O -1.86 -1.80 -0.77
C -1.32 -0.57 -0.41
O -0.82 -0.69 0.93
C 0.45 -1.17 0.82
O 0.96 -2.06 1.46
O 1.03 -0.42 -0.18
C 0.01 -0.37 -1.18
C 0.16 0.69 -2.25
C 0.43 2.12 -1.82
O 0.85 2.83 -2.96
C -0.80 2.80 -1.20
F -1.97 2.25 -1.61
F -0.77 2.68 0.14
F -0.86 4.10 -1.50
H -4.86 1.17 -2.34
H -6.31 0.56 -3.06
H -5.75 -0.05 -1.49
H -4.53 -0.50 -4.22
H -5.11 -1.77 -3.10
H -2.54 -1.25 -3.40
H -2.90 0.17 -2.45
H -3.33 -2.75 -1.74
H -3.91 -1.50 -0.69
H -2.02 0.24 -0.34
H 0.14 -1.30 -1.73
H -0.71 0.68 -2.89
H 0.99 0.40 -2.88
H 1.20 2.15 -1.06
H 1.60 3.38 -2.73
C 1.86 1.59 2.82
C 2.99 2.17 2.00
O 2.51 2.65 0.74
H 1.37 0.80 2.27
H 2.23 1.19 3.77
H 1.11 2.35 3.03
H 3.74 1.41 1.77
H 3.49 2.98 2.54
H 1.85 3.33 0.93
C 5.03 -3.07 3.52
C 3.78 -2.88 4.37
O 3.03 -1.74 3.95
H 5.66 -2.18 3.58
H 5.60 -3.93 3.86
H 4.76 -3.22 2.48
H 4.04 -2.71 5.41
H 3.14 -3.77 4.32
H 2.77 -1.89 3.03
```

The HOMO energy is -0.3634 hartree. The value obtained for the lowest unoccupied orbital energy is 0.61 eV. Its structure (SMILES) is CCCCO[C@H]1OC(=O)O[C@@H]1C[C@@H](O)C(F)(F)F.CCO.CCO. The calculation puts the HOMO-LUMO gap at 10.50 eV.

Entry 3:
Below is a structure of composition C14H27N10O5PbS2Se, with properties calculated with ωB97M-V/def2-TZVPD.

```
60
C14H27N10O5PbS2Se (ωB97M-V/def2-TZVPD)
Pb 1.34 0.21 0.61
O 3.63 1.12 -0.51
S 3.50 0.37 -1.76
O 4.67 0.16 -2.54
O 2.58 -0.76 -1.59
O 2.63 1.44 -2.74
C -2.19 -1.52 0.81
C -1.09 -1.65 -0.25
C -1.71 -2.14 -1.55
C -0.06 -2.68 0.21
O -0.51 -0.38 -0.49
H -2.64 -2.49 1.04
H -2.98 -0.85 0.47
H -1.77 -1.11 1.74
H -2.21 -3.10 -1.41
H -0.93 -2.26 -2.31
H -2.46 -1.42 -1.92
H -0.51 -3.67 0.32
H 0.36 -2.42 1.18
H 0.75 -2.75 -0.53
C -0.23 -3.71 4.37
C 0.31 -2.51 5.15
C -0.01 -1.21 4.46
N 0.59 -0.77 3.41
N 0.07 0.41 2.93
C -0.92 0.87 3.65
N -1.57 2.03 3.42
S -1.30 -0.16 4.99
H 0.04 -4.64 4.87
H 0.17 -3.73 3.36
H -1.32 -3.68 4.30
H 1.39 -2.58 5.24
H -0.11 -2.50 6.15
H -1.32 2.56 2.60
H -2.47 2.19 3.84
N 0.26 6.03 1.95
N 0.90 4.90 1.47
N 2.10 4.95 0.97
C 2.27 3.69 0.57
N 1.19 2.94 0.84
N 0.31 3.75 1.41
H 0.96 6.72 2.18
H -0.35 5.79 2.72
H 3.17 3.31 0.11
C -2.11 1.09 -2.61
N -1.22 0.44 -3.58
C -1.59 -0.41 -4.60
C -0.46 -0.86 -5.16
N 0.61 -0.29 -4.48
C 2.02 -0.56 -4.82
C 0.11 0.50 -3.52
Se 0.93 1.68 -2.27
H -3.14 0.90 -2.89
H -1.93 2.17 -2.61
H -1.90 0.67 -1.62
H -2.62 -0.62 -4.83
H -0.30 -1.54 -5.98
H 2.02 -1.25 -5.66
H 2.53 -1.01 -3.97
H 2.52 0.36 -5.10
```

The relative energy (zero: lowest compared OMol25 entry of this formula, charge and spin) is 0.00 kJ/mol. As for the total charge: +1. The HOMO energy is -0.4174 hartree. The value obtained for the lowest unoccupied orbital energy is -2.54 eV. The calculation puts the HOMO-LUMO gap at 8.82 eV.

Entry 4:
Below is a cluster of 3 separate species, C14H27NO6 in total, with properties calculated with ωB97M-V/def2-TZVPD.

```
48
C14H27NO6 (ωB97M-V/def2-TZVPD)
O -4.07 -2.10 1.47
C -4.11 -3.33 1.19
O -5.33 -4.00 1.38
N -2.98 -4.14 0.63
C -2.48 -3.69 -0.72
C -1.80 -2.24 -0.72
C -0.90 -1.88 0.57
C -1.04 -2.88 1.82
C -1.78 -4.27 1.52
H -3.35 -5.11 0.49
H -1.82 -4.51 -1.19
H -3.42 -3.61 -1.40
H -2.54 -1.37 -0.93
H -1.08 -2.23 -1.64
H 0.21 -1.77 0.32
H -1.25 -0.84 0.94
H -1.64 -2.34 2.65
H 0.01 -3.04 2.27
H -2.05 -4.77 2.53
H -1.01 -4.99 1.04
C 3.53 2.32 2.20
C 2.48 1.68 1.32
O 2.18 0.35 1.75
C 1.27 0.04 2.69
C 0.74 1.14 3.57
O 0.94 -1.11 2.87
H 3.18 2.41 3.23
H 3.80 3.31 1.83
H 4.43 1.70 2.23
H 1.57 2.29 1.25
H 2.87 1.59 0.30
H 1.38 1.22 4.46
H -0.27 0.87 3.88
H 0.67 2.10 3.08
C 0.51 3.94 -4.80
C 1.43 4.23 -3.63
O 0.77 3.94 -2.38
C 0.76 2.73 -1.80
C 1.17 1.53 -2.61
O 0.34 2.60 -0.67
H 0.25 2.88 -4.85
H 0.99 4.22 -5.74
H -0.42 4.50 -4.71
H 2.38 3.71 -3.70
H 1.66 5.30 -3.61
H 0.29 1.11 -3.10
H 1.58 0.78 -1.93
H 1.94 1.74 -3.34
```

The HOMO energy is -0.3026 hartree. The value obtained for the lowest unoccupied orbital energy is 0.34 eV. Its structure (SMILES) is O=C([O-])[NH+]1CCCCC1.CCOC(C)=O.CCOC(C)=O. The calculation puts the HOMO-LUMO gap at 8.57 eV.

Entry 5:
Below is a structure of composition C14H27O7Re, with properties calculated with ωB97M-V/def2-TZVPD.

```
49
C14H27O7Re (ωB97M-V/def2-TZVPD)
Re 0.24 -0.11 -0.02
C -0.79 -0.05 -2.84
C -1.36 -1.42 -2.48
O -0.70 -1.87 -1.26
C 0.37 -2.81 -1.55
C 0.93 -3.17 -0.22
O 1.29 -1.90 0.44
C 1.47 -2.06 1.89
C 0.13 -1.84 2.52
O -0.33 -0.55 1.97
C -1.61 -0.06 2.54
C -2.54 0.13 1.38
O -1.81 0.90 0.40
C -2.02 2.34 0.47
C -0.73 3.00 -0.01
O -0.08 2.00 -0.81
C 0.86 2.49 -1.81
C 1.26 1.26 -2.64
O 0.49 0.10 -2.15
H -1.44 0.77 -2.52
H -0.61 0.04 -3.91
H -1.19 -2.15 -3.26
H -2.43 -1.36 -2.28
H 1.11 -2.33 -2.19
H -0.03 -3.70 -2.05
H 1.83 -3.78 -0.30
H 0.19 -3.67 0.40
H 2.20 -1.32 2.19
H 1.86 -3.06 2.09
H 0.22 -1.75 3.60
H -0.61 -2.60 2.26
H -1.38 0.86 3.06
H -1.98 -0.80 3.25
H -3.45 0.64 1.68
H -2.81 -0.81 0.90
H -2.25 2.63 1.49
H -2.88 2.58 -0.16
H -0.07 3.30 0.81
H -0.95 3.88 -0.62
H 1.73 2.94 -1.32
H 0.35 3.25 -2.40
H 2.30 1.01 -2.53
H 1.02 1.38 -3.69
C 2.30 1.42 2.06
C 1.98 0.80 0.74
O 2.64 0.72 -0.25
H 3.17 0.90 2.49
H 1.47 1.40 2.75
H 2.63 2.45 1.88
```

As for the total charge: +3. The HOMO energy (alpha / beta) is -0.7082 / -0.7162 hartree. The value obtained for the lowest unoccupied orbital energy (alpha / beta) is -10.32 / -11.71 eV. Its expectation value of S² is 3.77. The multiplicity is 4. The calculation puts the HOMO-LUMO gap (alpha / beta) at 8.95 / 7.78 eV.